The following is a DFT calculation (wB97M-V/def2-TZVPD) of a structure of composition C22H18DyF3N5O2 in a non-equilibrium geometry.

The geometry in XYZ format:
```
51
Properties=species:S:1:pos:R:3:forces:R:3
Dy -0.17656 0.05392 0.64139 1.2910 0.9962 -2.4645
C 4.67228 -4.37090 -2.35988 -0.0633 -0.0006 0.0374
C 3.92783 -3.19706 -1.78728 0.0138 0.0292 0.0210
C 4.45058 -1.90714 -1.80739 0.0046 -0.0366 -0.0334
C 3.74596 -0.83888 -1.29178 -0.1696 0.0646 -0.0273
C 2.48773 -0.99088 -0.69694 0.1515 -0.0737 -0.1642
N 1.76205 0.10976 -0.21907 0.4444 -0.4628 0.0516
C 2.44422 1.16370 0.40983 0.1699 0.3892 -0.2511
C 3.60199 0.95131 1.17480 -0.1399 -0.0060 0.0581
C 4.30982 1.99134 1.73456 0.0029 0.0038 0.0271
C 3.89961 3.31380 1.57653 -0.0024 0.0136 -0.0413
C 4.68062 4.45537 2.16445 -0.0611 -0.0014 -0.0093
C 2.72847 3.54007 0.87484 -0.1456 0.0660 0.1266
C 1.99380 2.50036 0.30969 0.3074 -0.4352 0.1187
N 0.81405 2.85148 -0.42017 0.1090 0.1690 -0.2151
C 0.65139 3.93829 -1.19407 -0.1232 0.0108 -0.1252
C -0.66803 3.98512 -1.59037 0.0072 0.0121 -0.0468
C -1.25139 2.86668 -1.00550 0.0342 -0.0542 0.0561
N -0.35297 2.17885 -0.29496 0.0007 0.7097 -0.2563
C 1.97190 -2.29787 -0.66685 0.2581 0.1724 -0.1617
C 2.67518 -3.36302 -1.22078 -0.0646 -0.0245 -0.0047
N 0.72223 -2.62254 -0.03633 0.1370 -0.1523 0.1596
C 0.50907 -3.69756 0.74234 -0.2202 -0.0134 0.0293
C -0.84188 -3.77233 1.01284 0.0240 -0.0195 0.0200
C -1.39475 -2.67886 0.35653 0.1939 -0.3502 -0.2702
N -0.44540 -1.97872 -0.29233 -0.3887 -0.9423 -0.5720
H 5.60558 -4.05638 -2.82208 0.0047 -0.0110 -0.0073
H 4.07105 -4.88170 -3.11305 0.0324 -0.0022 -0.0159
H 4.90579 -5.09641 -1.57906 0.0363 -0.0072 -0.0237
H 5.42106 -1.73261 -2.25569 -0.0033 0.0027 0.0023
H 4.16136 0.15843 -1.34962 0.0370 -0.0091 -0.0025
H 3.94734 -0.06551 1.30465 0.0140 -0.0073 -0.0178
H 5.19959 1.77868 2.31448 0.0088 -0.0204 -0.0312
H 5.66181 4.12334 2.49739 0.0078 0.0199 0.0064
H 4.16044 4.88584 3.02198 0.0150 -0.0009 -0.0027
H 4.81799 5.24723 1.42791 0.0234 0.0204 0.0293
H 2.36131 4.55519 0.77779 -0.0396 -0.0092 -0.0005
H 1.47187 4.59309 -1.43159 0.0491 -0.0433 0.0679
H -1.13590 4.71840 -2.22286 0.0153 -0.0084 0.0111
H -2.27474 2.53063 -1.06131 0.0041 -0.0267 -0.0049
H 2.22469 -4.34915 -1.21779 -0.0328 0.0193 0.0199
H 1.31736 -4.33658 1.05333 0.0584 0.0599 -0.0273
H -1.34648 -4.51117 1.61002 0.0010 0.0099 -0.0130
H -2.43421 -2.40431 0.26825 0.0142 0.1482 0.0836
F -2.61617 0.82037 3.57250 -0.0074 -0.2010 0.2718
C -1.68105 0.35520 2.82412 0.2672 -0.1699 0.5885
F -2.27256 0.02540 1.57450 -1.0843 -0.1082 0.8000
F -0.85124 1.40961 2.44597 -0.4981 0.1755 0.6741
C -0.69395 -0.89745 3.29161 -1.2852 0.9929 0.3568
O -1.00415 -1.51899 4.25574 0.1338 -0.1019 -0.0481
O 0.25170 -0.93489 2.44349 0.4573 -0.7857 1.2210
```
Forces are in eV/Å.

Computed properties:
- 2S+1 = 6
- largest force on an atom (eV/Å) = 3.0
- HOMO level (spin up / spin down) (eV) = -10.43 / -10.45
- net charge = +1

Okay, here come the Mulliken numbers, in e, for every atom: atom 1 (Dy): 0.970, atom 2 (C): -1.482, atom 3 (C): 0.394, atom 4 (C): -1.082, atom 5 (C): -0.414, atom 6 (C): 0.452, atom 7 (N): -0.051, atom 8 (C): 0.204, atom 9 (C): -0.310, atom 10 (C): -1.060, atom 11 (C): 0.375, atom 12 (C): -1.530, atom 13 (C): -0.375, atom 14 (C): 0.164, atom 15 (N): 0.048, atom 16 (C): -0.053, atom 17 (C): -1.140, atom 18 (C): -0.206, atom 19 (N): -0.152, atom 20 (C): 0.519, atom 21 (C): -0.497, atom 22 (N): 0.590, atom 23 (C): -0.126, atom 24 (C): -0.998, atom 25 (C): -0.109, atom 26 (N): -0.770, atom 27 (H): 0.363, atom 28 (H): 0.365, atom 29 (H): 0.327, atom 30 (H): 0.354, atom 31 (H): 0.549, atom 32 (H): 0.585, atom 33 (H): 0.371, atom 34 (H): 0.378, atom 35 (H): 0.319, atom 36 (H): 0.368, atom 37 (H): 0.605, atom 38 (H): 0.539, atom 39 (H): 0.421, atom 40 (H): 0.458, atom 41 (H): 0.561, atom 42 (H): 0.562, atom 43 (H): 0.471, atom 44 (H): 0.503, atom 45 (F): -0.207, atom 46 (C): 0.682, atom 47 (F): -0.225, atom 48 (F): -0.203, atom 49 (C): 0.470, atom 50 (O): -0.532, atom 51 (O): -0.443

The following is a DFT calculation (wB97M-V/def2-TZVPD) of a structure of composition C18H21EuF3N5O4S7Se in a non-equilibrium geometry.

The geometry in XYZ format:
```
60
Properties=species:S:1:pos:R:3:forces:R:3
Eu 0.60160 -0.45490 1.19084 -0.1791 -0.1572 -0.0565
S 3.63451 0.16852 0.96521 0.0130 0.3261 -0.0766
C 2.92891 1.64960 0.53833 -1.4244 0.3392 0.4329
N 1.60508 1.89553 0.53318 0.9795 0.7008 -0.2767
C 1.31163 3.24848 0.21210 -1.2981 -2.2854 0.6775
C -0.03016 3.68071 0.10455 1.1845 1.1292 -0.5187
C -0.19905 4.98488 -0.37458 0.4189 0.1183 0.0013
C 0.93280 5.80222 -0.66960 -0.2952 -0.1763 0.5347
C 2.25747 5.34391 -0.47224 -1.4963 0.5940 -1.1139
C 2.40922 4.04565 -0.04354 0.6861 -0.3112 0.0569
S 3.86929 3.09374 0.17056 0.0378 0.2377 -0.2186
H -0.85921 3.03303 0.35534 -0.0293 -0.0416 -0.0602
H -1.21157 5.38186 -0.55630 0.6137 -0.1925 0.2410
H 0.72689 6.84050 -0.96806 0.3333 -0.5657 -0.0848
H 3.08143 5.91407 -0.88005 0.1285 0.1953 0.4633
O -0.71204 -6.92432 4.28408 -0.2186 -1.4894 -0.2473
C -0.32985 -5.89885 3.79784 -0.2679 0.2617 1.2794
S 0.69622 -5.73102 2.41051 0.2159 -0.4202 -0.5050
C 0.76045 -4.00628 2.47390 0.7419 1.4670 -0.3352
C 0.13286 -3.30954 3.45341 -0.5543 -1.2947 0.7387
S 0.01108 -1.66577 3.82003 0.1463 0.6566 0.0046
S -0.72853 -4.41397 4.62629 0.5507 1.1687 -1.1712
S 1.96335 -3.13893 1.46050 -0.3103 -0.7072 0.1390
C 4.07604 0.39652 -2.87347 1.4545 0.8942 0.7828
N 2.75033 0.92025 -2.81415 1.2877 0.9622 -0.6880
C 2.45709 2.21101 -3.09589 -3.3236 0.6262 0.6067
C 1.09246 2.38415 -2.89715 2.7225 -0.1350 -1.0867
N 0.65564 1.12239 -2.61233 -2.5954 0.1791 1.2577
C -0.79365 0.89339 -2.38053 0.9665 0.8235 -0.4906
C 1.67297 0.29123 -2.41826 -0.6496 -2.9758 0.2015
Se 1.73284 -1.48680 -1.74911 -0.6867 0.7576 -0.5108
H 4.04610 -0.65432 -2.79619 -0.1061 -1.1400 0.3731
H 4.62834 0.83286 -2.01933 -0.0258 -0.4706 -0.3599
H 4.62328 0.62171 -3.79058 -0.4846 0.4021 -0.1307
H 3.16191 2.93179 -3.28357 1.6054 1.3264 -0.5030
H 0.49400 3.28572 -2.95656 -0.0489 -0.4432 0.0221
H -1.09507 1.39958 -1.47402 -0.2996 0.4598 0.0026
H -1.06142 -0.12097 -2.27181 0.3211 -1.3547 0.0289
H -1.27887 1.24559 -3.29379 -0.2486 0.2541 0.4307
N -1.86432 -5.21294 -0.53440 0.1759 -0.2443 1.4263
C -2.82548 -4.11476 -0.25108 1.1060 0.3523 -1.2644
C -2.08636 -3.11587 0.62612 0.0042 -1.0958 -0.9002
N -1.21454 -2.23336 -0.16364 0.1888 0.0666 0.5686
H -2.30088 -6.07100 -0.88061 -0.0326 0.4907 0.0027
H -1.51931 -5.45856 0.43610 -0.2012 0.0058 -1.6110
H 1.53395 -3.49099 0.22848 -0.0630 -0.0671 0.2155
H -3.65546 -4.46125 0.31243 -1.2024 -0.3392 0.2449
H -3.13259 -3.56254 -1.19043 0.0676 -0.9212 0.8669
H -1.55680 -3.73927 1.35347 0.4463 0.5283 0.0357
H -2.84563 -2.61679 1.16515 -0.4165 1.3341 0.5980
H -1.80215 -1.47540 -0.54261 0.4664 -0.7569 -0.1965
H -0.72855 -2.79327 -0.89722 -0.7055 0.9389 0.5607
F -4.79869 2.56063 2.45543 1.6342 -0.4553 0.1045
C -3.51584 2.06980 2.69748 -1.3432 0.1098 0.0776
F -2.66618 3.06834 2.79926 0.3224 1.2634 -0.3118
F -3.53886 1.51216 3.88811 -0.3706 -0.8246 0.7677
S -2.94753 0.95862 1.37298 -2.1468 1.2838 -0.7194
O -3.00829 1.90731 0.27292 0.7496 -0.4861 -0.2177
O -3.89416 -0.10860 1.31653 -0.4142 -0.7265 -0.1026
O -1.64671 0.56454 1.82998 1.8688 -0.1763 0.0135
```
Forces are in eV/Å.

Computed properties:
- 2S+1 = 8
- largest force on an atom (eV/Å) = 3.4
- energy above the lowest of the compared OMol25 structures with the same formula, charge and spin (kcal/mol) = 15.8
- HOMO level (spin up / spin down) (eV) = -4.73 / -4.84
- net charge = -1

Okay, here come the natural (NBO) numbers, in e, for every atom: atom 1 (Eu): 1.243, atom 2 (S): -0.262, atom 3 (C): -0.100, atom 4 (N): -0.663, atom 5 (C): 0.207, atom 6 (C): -0.262, atom 7 (C): -0.210, atom 8 (C): -0.248, atom 9 (C): -0.224, atom 10 (C): -0.262, atom 11 (S): 0.334, atom 12 (H): 0.262, atom 13 (H): 0.217, atom 14 (H): 0.209, atom 15 (H): 0.215, atom 16 (O): -0.592, atom 17 (C): 0.154, atom 18 (S): 0.337, atom 19 (C): -0.534, atom 20 (C): -0.301, atom 21 (S): -0.302, atom 22 (S): 0.319, atom 23 (S): 0.069, atom 24 (C): -0.416, atom 25 (N): -0.361, atom 26 (C): -0.065, atom 27 (C): -0.064, atom 28 (N): -0.362, atom 29 (C): -0.412, atom 30 (C): 0.307, atom 31 (Se): -0.367, atom 32 (H): 0.252, atom 33 (H): 0.230, atom 34 (H): 0.203, atom 35 (H): 0.220, atom 36 (H): 0.250, atom 37 (H): 0.242, atom 38 (H): 0.230, atom 39 (H): 0.213, atom 40 (N): -0.856, atom 41 (C): -0.225, atom 42 (C): -0.235, atom 43 (N): -0.882, atom 44 (H): 0.354, atom 45 (H): 0.354, atom 46 (H): 0.135, atom 47 (H): 0.172, atom 48 (H): 0.178, atom 49 (H): 0.186, atom 50 (H): 0.228, atom 51 (H): 0.374, atom 52 (H): 0.403, atom 53 (F): -0.344, atom 54 (C): 0.676, atom 55 (F): -0.318, atom 56 (F): -0.314, atom 57 (S): 2.381, atom 58 (O): -1.001, atom 59 (O): -0.971, atom 60 (O): -1.001

The following is a DFT calculation (wB97M-V/def2-TZVPD) of a cluster of 2 separate species, C3H5Br2NO2 in total in a non-equilibrium geometry.

The geometry in XYZ format:
```
13
Properties=species:S:1:pos:R:3:forces:R:3
C 1.67698 -0.09223 -0.83582 1.1241 0.1752 -1.1748
C 0.85832 0.07261 0.33075 -2.8948 -0.6555 -0.1075
C -1.36995 -0.11371 -0.20364 3.0983 2.6237 -1.2700
N -1.64202 -0.03568 1.15808 0.0304 0.2246 1.3801
O -1.68356 1.07577 1.70783 -0.1761 -1.6332 -0.1357
O -1.64680 -1.14868 1.67285 -0.4657 0.6756 1.5089
Br -1.76499 1.57711 -1.14585 0.2666 -1.3745 0.2959
Br -1.66118 -1.70476 -1.03545 -0.3627 -0.7606 -0.9609
H 1.12262 0.20892 -1.78613 0.3856 -1.2929 0.8960
H 2.19428 -1.08760 -0.71412 -0.3798 1.1806 -1.3203
H 2.37500 0.79180 -0.87509 0.0602 -1.0490 0.4274
H 0.60860 1.05505 0.53641 -0.4586 1.8234 0.8442
H 0.93270 -0.59859 1.19017 -0.2275 0.0624 -0.3833
```
Forces are in eV/Å.

Computed properties:
- largest force on an atom (eV/Å) = 4.3
- energy above the lowest of the compared OMol25 structures with the same formula, charge and spin (kcal/mol) = 130.8
- HOMO level (spin up / spin down) (eV) = -9.20 / -9.20

Okay, here come the natural (NBO) numbers, in e, for every atom: atom 1 (C): -0.729, atom 2 (C): -0.107, atom 3 (C): -0.219, atom 4 (N): 0.394, atom 5 (O): -0.399, atom 6 (O): -0.406, atom 7 (Br): 0.086, atom 8 (Br): 0.198, atom 9 (H): 0.271, atom 10 (H): 0.240, atom 11 (H): 0.260, atom 12 (H): 0.195, atom 13 (H): 0.217

The following is a DFT calculation (wB97M-V/def2-TZVPD) of an isolated molecule of C17H15ClN2O3 in a non-equilibrium geometry.

The geometry in XYZ format:
```
38
Properties=species:S:1:pos:R:3:forces:R:3
C 1.27508 -4.21039 -1.50193 0.0536 -0.4236 -0.1913
C 0.82154 -3.02542 -0.68030 -3.0861 -0.7463 0.1602
C 1.35797 -1.80281 -0.86995 -0.3999 2.9337 0.4004
C 0.76739 -0.63241 -0.25826 3.3845 -0.7219 0.4347
C 1.55646 0.70376 -0.35067 -0.8065 -1.9104 -1.1223
O 2.94161 0.77121 -0.37952 0.1099 -0.1099 1.2278
C 3.21044 2.10189 -0.25827 -3.1542 -1.0756 -0.8395
N 2.15526 2.83824 -0.32288 0.6417 0.6909 -0.3668
C 1.12587 1.95917 -0.47993 -2.7967 -0.3668 1.4063
C -0.30313 2.41326 -0.75953 0.1074 0.5198 0.9833
O -0.14817 3.11807 -2.00370 -0.2333 0.4591 0.3570
C -0.20423 -0.80176 0.72368 0.3832 0.4785 -1.2052
C -0.76728 -2.10089 0.86034 2.6023 0.2065 -3.7001
O -1.83426 -2.27752 1.58838 -1.4906 -0.8121 2.0891
C -1.92711 -1.56457 2.86890 0.2010 0.0522 -0.0842
C -2.66096 -0.20447 2.69213 0.0712 0.4761 -0.3672
C -3.77372 -0.19412 1.85197 -0.4001 1.4080 1.0232
C -4.60106 0.93692 1.77009 2.3107 -0.0595 1.6593
C -4.29372 2.09968 2.51828 0.4710 -1.7066 -0.9299
C -3.11771 2.15984 3.28903 -0.6469 -1.2308 -1.4460
Cl -2.73099 3.66036 4.02780 0.3416 0.0362 0.2906
C -2.29345 1.02543 3.30931 -0.0565 -1.4429 0.2309
N -0.33512 -3.13974 0.04222 -0.1452 1.0096 2.4560
H 1.30505 -3.94620 -2.56120 -0.0046 0.1342 0.0567
H 0.72272 -5.16214 -1.44479 -0.3020 0.7732 0.4475
H 2.28387 -4.47459 -1.22901 0.5632 0.0185 0.1159
H 2.13888 -1.65646 -1.57521 0.7251 0.0699 -0.3461
H 4.16202 2.45669 -0.19058 2.5727 0.4030 0.1950
H -0.71740 3.10642 -0.00853 0.7840 0.2684 0.0939
H -1.14216 1.64385 -0.62951 1.5633 0.4054 -1.5206
H 0.52211 3.82169 -1.78878 -0.9444 -0.9622 -0.4065
H -0.53508 0.15291 1.14955 -0.2580 -0.8828 0.4861
H -2.56246 -2.21319 3.51322 0.3547 0.3811 -0.6096
H -0.90663 -1.57226 3.35565 -1.0186 0.5558 -0.6165
H -4.12246 -1.02450 1.30663 0.1119 -1.1869 -0.4575
H -5.43463 0.78342 1.15011 -1.1746 0.6317 -0.6147
H -4.92122 2.93075 2.35525 -0.5013 1.0282 0.3207
H -1.35218 0.93932 3.83101 0.0667 0.6982 0.3892
```
Forces are in eV/Å.

Computed properties:
- largest force on an atom (eV/Å) = 4.5
- energy above the lowest of the compared OMol25 structures with the same formula, charge and spin (kcal/mol) = 94.7
- HOMO level (eV) = -8.96
- structure (SMILES) = Cc1cc(-c2ocnc2CO)cc(OCc2cccc(Cl)c2)n1

Okay, here come the natural (NBO) numbers, in e, for every atom: atom 1 (C): -0.650, atom 2 (C): 0.231, atom 3 (C): -0.273, atom 4 (C): 0.019, atom 5 (C): 0.230, atom 6 (O): -0.409, atom 7 (C): 0.337, atom 8 (N): -0.472, atom 9 (C): 0.057, atom 10 (C): -0.107, atom 11 (O): -0.712, atom 12 (C): -0.349, atom 13 (C): 0.528, atom 14 (O): -0.488, atom 15 (C): -0.091, atom 16 (C): -0.041, atom 17 (C): -0.211, atom 18 (C): -0.184, atom 19 (C): -0.225, atom 20 (C): -0.042, atom 21 (Cl): 0.033, atom 22 (C): -0.243, atom 23 (N): -0.456, atom 24 (H): 0.223, atom 25 (H): 0.238, atom 26 (H): 0.223, atom 27 (H): 0.218, atom 28 (H): 0.190, atom 29 (H): 0.178, atom 30 (H): 0.211, atom 31 (H): 0.479, atom 32 (H): 0.236, atom 33 (H): 0.220, atom 34 (H): 0.208, atom 35 (H): 0.224, atom 36 (H): 0.218, atom 37 (H): 0.225, atom 38 (H): 0.226